10
Properties=species:S:1:pos:R:3:lowdin_charge:R:1 method="wB97M-V/def2-TZVPD" smiles="FC1=N[C@@H](F)CO1" multiplicity=1 e_above_lowest_kj_mol=217.2 gap_ev=10.28 lumo_ev=0.573
C 1.461 -0.172 0.046 -0.29
C -0.655 -0.658 -0.249 -0.11
C -0.552 0.717 0.338 -0.39
N 0.734 0.974 0.895 0.14
O 0.671 -1.066 -0.512 0.09
F 2.717 -0.274 0.078 0.24
F -0.759 1.539 -0.868 -0.08
H -1.261 -1.444 0.325 0.17
H -1.071 -0.525 -1.176 0.10
H -1.285 0.907 1.123 0.14